2 unconnected molecules or ions with the total composition C8H8N2O5. Source: the OMol25 dataset; level of theory: wB97M-V/def2-TZVPD.

Results
Energy above the lowest of the compared OMol25 structures with the same formula, charge and spin (kcal/mol): 177.3
E_HOMO (eV): -9.24
Orbital gap (eV): 8.62

Each line ends with the Löwdin charge.
Atoms and positions in Å:
1 H -0.8551 -1.6583 -0.6145  0.109
2 C -3.2416 0.5774 0.1309  -0.049
3 O 1.2669 -1.8091 -1.7555  0.010
4 N 1.5561 1.3684 -0.3940  -0.313
5 O 2.7204 1.6191 -0.2503  0.095
6 O 0.8239 2.0200 -1.1231  0.091
7 C -1.0590 1.4489 0.7766  -0.048
8 C -2.6390 -0.5859 -0.3630  -0.070
9 H 2.7666 -0.3259 -1.6578  0.076
10 N 1.6949 -0.5928 1.0408  -0.241
11 C -1.2457 -0.6708 -0.3372  -0.009
12 H 3.1832 -2.0237 -1.8520  0.070
13 C -0.4478 0.3223 0.2920  -0.204
14 H -0.4691 2.2764 1.2141  0.141
15 H -2.8330 2.4284 1.1849  0.095
16 H -3.1903 -1.3669 -0.9903  0.131
17 C -2.4083 1.5793 0.7143  -0.061
18 H 1.4585 -2.1423 2.2467  0.138
19 H -4.2746 0.7555 0.1140  0.081
20 O 2.9124 -0.6207 1.1672  0.057
21 C 2.3856 -1.3388 -1.7579  -0.098
22 C 0.9499 0.1478 0.3315  -0.117
23 O 0.9453 -1.4081 1.8827  0.115